[1]
# C25H34N4O2

C25H34N4O2 in the gas phase (ωB97M-V with the def2-TZVPD basis set, the OMol25 dataset).

The relative energy (zero: lowest compared OMol25 entry of this formula, charge and spin) is 90.1 kJ/mol. The structure (SMILES) is CN(CCc1ccccn1)C(=O)CC[C@@H]1CCCN(C(=O)c2cccc(N(C)C)c2)C1. The charge is 0. The calculation puts the LUMO energy at 0.6 eV. As for the orbital gap: 8.481 eV. For the HOMO energy, the calculation gives -7.9 eV.

Cartesian coordinates (Å):
C (-5.1901, -2.1706, 0.2858)
N (-3.9273, -1.5642, 0.6464)
C (-3.9445, -0.1269, 0.7911)
C (-3.7179, 0.6118, -0.5406)
C (-3.8122, 2.0918, -0.3162)
C (-2.6696, 2.8871, -0.3045)
C (-2.8097, 4.2441, -0.0711)
C (-4.0788, 4.7594, 0.1465)
C (-5.1508, 3.8818, 0.1199)
N (-5.0265, 2.5857, -0.1031)
C (-2.8290, -2.3522, 0.7478)
O (-2.8963, -3.5605, 0.5936)
C (-1.5262, -1.6523, 1.0947)
C (-0.3063, -2.5585, 0.9146)
C (-0.1413, -3.1316, -0.4994)
C (1.1877, -3.8859, -0.6422)
C (2.3868, -2.9360, -0.6546)
C (2.1940, -1.8349, -1.7006)
N (0.9304, -1.1706, -1.4967)
C (0.7592, 0.1169, -1.1462)
O (-0.3521, 0.6059, -0.9829)
C (1.9952, 0.9394, -0.9678)
C (2.3011, 1.9305, -1.8903)
C (3.4210, 2.7143, -1.6759)
C (4.2199, 2.5294, -0.5656)
C (3.9156, 1.5474, 0.3887)
N (4.6790, 1.3733, 1.5177)
C (5.8693, 2.1620, 1.7160)
C (4.5132, 0.1825, 2.3156)
C (2.7831, 0.7553, 0.1572)
C (-0.2015, -2.0664, -1.5981)
H (-5.9294, -2.0013, 1.0715)
H (-5.0281, -3.2399, 0.1655)
H (-5.5647, -1.7526, -0.6501)
H (-3.1914, 0.1889, 1.5147)
H (-4.9255, 0.1620, 1.1793)
H (-4.4877, 0.3053, -1.2499)
H (-2.7356, 0.3729, -0.9455)
H (-1.7037, 2.4409, -0.4828)
H (-1.9438, 4.8910, -0.0594)
H (-4.2328, 5.8116, 0.3304)
H (-6.1633, 4.2296, 0.2838)
H (-1.4036, -0.7495, 0.4990)
H (-1.5805, -1.3510, 2.1455)
H (0.5758, -1.9770, 1.1898)
H (-0.3866, -3.4018, 1.6033)
H (-0.9651, -3.8306, -0.6643)
H (1.1729, -4.4461, -1.5804)
H (1.2962, -4.6048, 0.1716)
H (2.5126, -2.4803, 0.3285)
H (3.2988, -3.4912, -0.8815)
H (2.1858, -2.2855, -2.7017)
H (3.0063, -1.1081, -1.6554)
H (1.6745, 2.0769, -2.7561)
H (3.6807, 3.4833, -2.3891)
H (5.0869, 3.1578, -0.4469)
H (5.6304, 3.2255, 1.6588)
H (6.2696, 1.9653, 2.7083)
H (6.6485, 1.9363, 0.9770)
H (3.5435, 0.1849, 2.8216)
H (5.2873, 0.1458, 3.0781)
H (4.5895, -0.7268, 1.7082)
H (2.4929, -0.0037, 0.8653)
H (-0.1701, -2.5579, -2.5777)
H (-1.1157, -1.4779, -1.5394)

Forces on atoms 1 to 3 (eV/Å):
C -0.047 -0.262 -0.013
N -0.314 -0.055 -0.033
C 0.207 0.278 -0.203


[2]
# C32H36AsF6InN2O7P2S3Se

A molecular structure, C32H36AsF6InN2O7P2S3Se (ωB97M-V with the def2-TZVPD basis set, the OMol25 dataset).

The relative energy (zero: lowest compared OMol25 entry of this formula, charge and spin) is 169.3 kJ/mol. The charge is +1. The calculation puts the LUMO energy (spin up / spin down) at -2.5 / -4.2 eV. As for the orbital gap (spin up / spin down): 8.225 / 7.279 eV. As for the expectation value of S²: 0.787. The spin multiplicity is 2. For the HOMO energy (spin up / spin down), the calculation gives -10.7 / -11.4 eV.

Cartesian coordinates (Å):
In (0.4179, 0.5553, 0.8165)
O (-1.5012, 1.3389, 1.2145)
S (-1.3580, 2.8240, 0.9440)
O (-1.7991, 3.6409, 2.0237)
O (0.0296, 2.9782, 0.4718)
C (-2.4334, 3.1058, -0.4224)
C (-3.7399, 3.3645, -0.1612)
C (-4.6856, 3.4254, -1.2054)
C (-4.2917, 3.1616, -2.5355)
C (-2.9952, 2.9201, -2.8364)
C (-1.9259, 2.9949, -1.8127)
S (0.2504, 3.0627, -2.4378)
O (0.4453, 2.9141, -3.8545)
O (-1.0066, 4.0818, -2.1514)
O (-0.9188, 1.9587, -1.9683)
H (-4.0555, 3.5007, 0.8648)
H (-5.7191, 3.6413, -0.9757)
H (-5.0349, 3.1592, -3.3213)
H (-2.6546, 2.7452, -3.8488)
F (-1.2522, -1.6448, 1.8040)
P (-0.3173, -1.8424, 3.1041)
F (-0.4904, -0.2441, 3.3999)
F (1.0133, -1.3626, 2.1124)
F (-1.5555, -2.1978, 4.0149)
F (0.7110, -1.9381, 4.3378)
F (-0.0193, -3.3471, 2.7129)
O (-0.2238, -0.9088, -0.5595)
P (-1.0858, -1.6952, -1.5336)
C (-1.2931, -3.3770, -0.9649)
C (-2.4565, -4.0919, -1.2412)
C (-2.5574, -5.4179, -0.8512)
C (-1.5020, -6.0261, -0.1851)
C (-0.3461, -5.3121, 0.0973)
C (-0.2379, -3.9877, -0.2933)
C (-0.3001, -1.7743, -3.1431)
C (0.0676, -2.9898, -3.7160)
C (0.7010, -3.0055, -4.9510)
C (0.9707, -1.8159, -5.6111)
C (0.6040, -0.6011, -5.0440)
C (-0.0324, -0.5811, -3.8157)
C (-2.7178, -0.9862, -1.7230)
C (-3.3890, -0.5838, -0.5671)
C (-4.7004, -0.1468, -0.6549)
C (-5.3447, -0.1207, -1.8859)
C (-4.6769, -0.5154, -3.0358)
C (-3.3606, -0.9477, -2.9578)
H (-3.2845, -3.6145, -1.7504)
H (-3.4621, -5.9731, -1.0586)
H (-1.5861, -7.0592, 0.1254)
H (0.4648, -5.7819, 0.6370)
H (0.6525, -3.4191, -0.0558)
H (-0.1378, -3.9202, -3.2035)
H (0.9840, -3.9499, -5.3959)
H (1.4657, -1.8343, -6.5732)
H (0.8077, 0.3306, -5.5548)
H (-0.3376, 0.3623, -3.3857)
H (-2.8930, -0.6201, 0.3947)
H (-5.2244, 0.1591, 0.2414)
H (-6.3750, 0.2062, -1.9475)
H (-5.1802, -0.4930, -3.9933)
H (-2.8399, -1.2618, -3.8538)
C (4.7681, -0.8333, 0.8859)
N (4.6942, 0.6163, 0.7472)
C (5.5194, 1.5293, 1.3598)
C (5.0780, 2.7597, 1.0070)
N (3.9972, 2.5790, 0.1809)
C (3.1540, 3.6390, -0.3612)
C (3.7557, 1.2685, 0.0451)
Se (2.3865, 0.4457, -0.9362)
H (5.6694, -1.0755, 1.4427)
H (4.8096, -1.2952, -0.0970)
H (3.8879, -1.1974, 1.4142)
H (6.3604, 1.2282, 1.9584)
H (5.4483, 3.7382, 1.2543)
H (3.6930, 4.5786, -0.2793)
H (2.2200, 3.6899, 0.1986)
H (2.9415, 3.4268, -1.4058)
C (3.4587, 2.3971, 5.2552)
As (2.3093, 1.0478, 4.5137)
C (3.3674, -0.5539, 4.5230)
C (0.8470, 0.9315, 5.7480)
S (1.8609, 1.8163, 2.5713)
H (3.7842, 2.0912, 6.2488)
H (2.9058, 3.3321, 5.3161)
H (4.3181, 2.5249, 4.6004)
H (3.5233, -0.8578, 5.5577)
H (4.3240, -0.3078, 4.0638)
H (2.8605, -1.3419, 3.9784)
H (1.2744, 0.8526, 6.7476)
H (0.2227, 0.0752, 5.5262)
H (0.2740, 1.8526, 5.6561)

Forces on atoms 1 to 3 (eV/Å):
In 0.560 -0.375 0.330
O 0.024 0.074 -0.055
S -0.078 -0.063 -0.068


[3]
# HNO4

2 unconnected molecules or ions with the total composition HNO4 in a non-equilibrium geometry (ωB97M-V with the def2-TZVPD basis set, the OMol25 dataset).

The relative energy (zero: lowest compared OMol25 entry of this formula, charge and spin) is 120.2 kJ/mol. The charge is -2. The calculation puts the LUMO energy at 6.3 eV. As for the orbital gap: 6.944 eV. For the HOMO energy, the calculation gives -0.6 eV.

Cartesian coordinates (Å):
N (4.1274, -0.0582, 0.0865)
O (4.3132, -0.7633, -0.8917)
O (4.0128, -0.4243, 1.2441)
O (-8.7326, -0.0702, -0.1360)
O (4.0540, 1.5292, -0.1874)
H (-7.7749, -0.2131, -0.1155)

Forces on atoms 1 to 3 (eV/Å):
N -0.100 5.272 -0.957
O -0.139 -0.008 0.810
O 0.082 -0.186 -0.778


[4]
# C3H8N3O2

A gas-phase ion, C3H8N3O2 (charge +1) in a non-equilibrium geometry (ωB97M-V with the def2-TZVPD basis set, the OMol25 dataset).

The relative energy (zero: lowest compared OMol25 entry of this formula, charge and spin) is 269.7 kJ/mol. The structure (SMILES) is NC1=C(O)[NH2+][C@@H](O)N1. The charge is +1. The calculation puts the LUMO energy at -3.1 eV. As for the orbital gap: 8.777 eV. For the HOMO energy, the calculation gives -11.9 eV.

Cartesian coordinates (Å):
N (-1.5110, -1.7296, 0.1837)
C (-0.6999, -0.6797, 0.0341)
C (-0.6858, 0.8553, 0.4380)
O (-1.7561, 1.6085, 0.0091)
N (0.4743, 1.4104, -0.2908)
C (1.4693, 0.1065, -0.4159)
O (2.3546, 0.1659, 0.6777)
N (0.4739, -0.9067, -0.5284)
H (-2.5505, -1.6663, 0.4203)
H (-1.2579, -2.6672, 0.0780)
H (-2.4486, 1.4452, 0.5242)
H (0.2406, 2.0048, -1.0144)
H (0.9910, 1.9658, 0.3632)
H (2.0953, 0.0034, -1.3336)
H (1.9872, -0.1081, 1.5098)
H (0.8236, -1.8082, -0.6549)

Forces on atoms 1 to 3 (eV/Å):
N -3.322 2.362 1.044
C -0.597 2.934 0.506
C -1.082 -3.755 -0.564


[5]
# C18H27CeN2S

A molecular structure, C18H27CeN2S in a non-equilibrium geometry (ωB97M-V with the def2-TZVPD basis set, the OMol25 dataset).

The charge is +1. The calculation puts the LUMO energy (spin up / spin down) at -3.8 / -3.8 eV. As for the orbital gap (spin up / spin down): 6.695 / 6.681 eV. For the HOMO energy (spin up / spin down), the calculation gives -10.5 / -10.5 eV.

Cartesian coordinates (Å):
C (-0.4318, 0.1066, -3.6580)
C (0.1456, 1.4990, -3.7234)
C (0.3198, -0.8641, -4.5482)
C (-1.8917, 0.1096, -4.0238)
H (0.1649, -0.5904, -5.5981)
H (-0.0271, -1.8912, -4.4161)
H (1.3945, -0.8699, -4.3645)
H (0.0491, 1.9141, -4.7412)
H (1.2160, 1.5295, -3.4972)
H (-0.3700, 2.1814, -3.0275)
H (-2.0192, 0.5614, -5.0181)
H (-2.5079, 0.6805, -3.3186)
H (-2.2860, -0.9053, -4.0734)
C (1.9880, -0.4380, 0.3868)
C (2.1983, -1.1666, -0.8305)
C (2.2726, -0.2220, -1.8987)
H (2.3648, -2.2428, -0.9302)
C (2.0995, 1.0867, -1.3466)
C (1.9103, 0.9561, 0.0607)
H (1.7516, 1.7886, 0.7487)
H (1.9776, -0.8574, 1.3896)
H (2.5174, -0.4567, -2.9378)
H (2.1370, 2.0358, -1.8874)
C (-2.4626, -1.5345, -0.0237)
C (-1.2921, -2.2290, 0.4263)
C (-0.6475, -2.8029, -0.7269)
H (-0.9992, -2.3703, 1.4686)
C (-1.4212, -2.4536, -1.8833)
C (-2.5422, -1.6710, -1.4452)
H (-3.3484, -1.2952, -2.0784)
H (-3.2029, -1.0363, 0.6032)
H (0.2161, -3.4676, -0.7348)
H (-1.2302, -2.7941, -2.9065)
Ce (-0.2703, -0.1721, -1.0402)
S (-0.9535, 0.9122, 1.5356)
C (-0.3447, 0.9407, 3.1580)
N (-1.2139, 1.0746, 4.1886)
C (-0.8411, 1.2904, 5.5845)
C (0.5761, 1.8075, 5.7139)
C (1.4912, 0.9600, 4.8456)
N (0.9598, 0.8457, 3.4838)
H (-2.1948, 1.0499, 3.9188)
H (-0.9292, 0.3456, 6.1456)
H (-1.5629, 1.9877, 6.0116)
H (0.8881, 1.7099, 6.7611)
H (0.6602, 2.8735, 5.4573)
H (1.5850, -0.0330, 5.2968)
H (2.4888, 1.3974, 4.7840)
H (1.6180, 0.7196, 2.7094)

Forces on atoms 1 to 3 (eV/Å):
C 0.567 -0.501 0.842
C 0.330 0.115 -0.037
C 0.099 -0.106 0.207


[6]
# CH2NO2S2

A molecular structure, CH2NO2S2 in a non-equilibrium geometry (ωB97M-V with the def2-TZVPD basis set, the OMol25 dataset).

The relative energy (zero: lowest compared OMol25 entry of this formula, charge and spin) is 59.7 kJ/mol. The charge is -1. The calculation puts the LUMO energy at 3.7 eV. As for the orbital gap: 6.766 eV. For the HOMO energy, the calculation gives -3.1 eV.

Cartesian coordinates (Å):
C (-1.6378, 0.2724, -0.7445)
N (-0.9410, -0.3494, -1.5921)
O (-0.8572, 3.1611, -0.0694)
O (0.3672, 1.8033, -1.8344)
S (-2.6325, -0.2834, 0.3649)
S (-0.9994, 2.4310, -1.3258)
H (-0.7946, -1.3524, -1.4223)
H (-0.1704, 0.2824, -1.8514)

Forces on atoms 1 to 3 (eV/Å):
C -0.976 3.716 0.416
N 1.831 -2.487 -1.261
O -0.030 0.184 0.269


| no. | molar mass (g mol⁻¹) | E_tot (eV) |
| --- | --- | --- |
| 1 | 422.57 | -36533.6929 |
| 2 | 1101.48 | -249830.9892 |
| 3 | 79.01 | -9690.9499 |
| 4 | 118.12 | -11796.7080 |
| 5 | 443.61 | -45841.6244 |
| 6 | 124.17 | -28325.3772 |